DFT (ωB97M-V/def2-TZVPD) results for a 2-piece molecular cluster, C5H10O4PS overall in a non-equilibrium geometry.

## Properties
**Highest occupied orbital energy**: -2.30 eV
**Frontier orbital gap**: 4.9567 eV
**Net charge**: -1

Last columns: bonded neighbours and bond lengths (Å).
Element x y z (Å)
1 C 2.30 -2.13 -0.55  C2 1.368, H10 1.082, H11 1.086
2 C 2.11 -0.86 -0.08  C1 1.368, C3 1.492, H12 1.085
3 C 0.81 -0.30 0.40  C2 1.492, O4 1.462, H13 1.095, H14 1.088
4 O 0.16 0.23 -0.80  C3 1.462, C5 1.326
5 C -0.93 -0.46 -1.11  O4 1.326, O6 1.202, O7 1.369
6 O -1.01 -1.21 -2.05  C5 1.202
7 O -1.97 -0.19 -0.26  C5 1.369, P8 1.633
8 P -3.07 -1.40 -0.16  O7 1.633, S9 1.930, H15 1.399, H16 1.400
9 S -2.51 -2.98 0.79  P8 1.930
10 H 2.29 -3.03 0.06  C1 1.082
11 H 2.54 -2.26 -1.60  C1 1.086
12 H 2.94 -0.17 -0.09  C2 1.085
13 H 1.01 0.53 1.09  C3 1.095
14 H 0.17 -1.03 0.88  C3 1.088
15 H -4.12 -0.76 0.53  P8 1.399
16 H -3.58 -1.68 -1.43  P8 1.400
17 C 0.60 3.52 0.90  O18 1.340, H19 1.130, H20 1.130, H21 1.129
18 O 1.39 2.92 1.80  C17 1.340
19 H 0.01 2.84 0.23  C17 1.130
20 H -0.22 4.20 1.30  C17 1.130
21 H 1.09 4.20 0.15  C17 1.129

These are the Mulliken partial charges, in e, on atoms 1 to 8: -0.631, -0.400, -0.106, -0.197, 0.549, -0.533, -0.213, 0.299